The following is a quantum chemistry calculation of an isolated ion of composition C25H25FNO6 and charge -1 at a distorted geometry, from the OMol25 dataset.

Geometry as XYZ:
```
58
Properties=species:S:1:pos:R:3:forces:R:3
C -1.745 -5.109 0.785 -0.1 0.1 0.0
C -1.241 -3.868 0.083 0.2 0.3 -0.4
O -1.931 -2.666 0.580 0.7 -0.6 -0.2
C -1.882 -1.602 -0.234 -0.3 0.9 -1.7
C -2.256 -0.262 0.516 -0.4 -2.0 -3.2
F -3.031 -0.706 1.544 0.7 0.7 1.9
C -3.292 0.515 -0.406 1.5 0.8 -1.2
O -2.972 0.984 -1.494 -0.5 -0.6 1.6
O -4.511 0.686 0.124 -0.3 0.5 -0.3
C -5.308 1.711 -0.580 0.5 0.0 -0.2
C -6.742 1.702 -0.093 0.1 -0.1 0.0
O -1.609 -1.639 -1.425 -0.1 -0.2 1.8
H -1.113 -5.954 0.490 0.0 0.1 0.0
H -1.712 -5.015 1.868 0.0 0.0 0.0
H -2.763 -5.350 0.483 -0.1 0.1 0.1
H -0.158 -3.729 0.282 -0.6 0.1 -0.2
H -1.403 -3.962 -1.006 0.2 0.3 0.5
H -4.818 2.682 -0.370 -0.2 -0.5 -0.2
H -5.270 1.526 -1.669 0.1 0.0 0.6
H -7.291 2.507 -0.599 0.2 -0.1 0.1
H -7.227 0.760 -0.361 0.0 0.1 0.2
H -6.810 1.875 0.986 0.0 -0.1 -0.1
O 1.703 -0.505 -4.123 0.3 0.9 -0.5
C 2.795 -0.397 -3.535 0.3 -2.0 0.8
O 3.790 0.342 -3.570 -0.4 0.7 -0.8
C 2.931 -1.496 -2.369 0.3 0.8 -1.7
C 4.397 -1.869 -2.093 -0.4 -0.8 -0.3
C 4.798 -0.971 -0.988 0.2 0.3 1.1
C 3.649 -0.341 -0.485 0.3 0.7 0.1
C 3.728 0.655 0.480 0.1 0.1 0.5
C 4.970 0.908 1.060 1.0 -0.3 -0.1
C 6.109 0.211 0.634 0.3 -0.3 -0.3
C 6.044 -0.727 -0.413 -1.4 0.2 0.0
N 2.528 -0.711 -1.210 -1.2 -0.4 1.0
C 1.219 -0.380 -1.005 -0.3 -0.6 0.7
C 0.643 -0.010 0.190 1.3 -0.9 -0.1
C -0.653 0.605 0.258 -3.4 0.6 -0.4
C -0.772 1.788 1.167 0.8 1.3 0.3
C -1.210 3.052 0.701 -0.2 0.0 0.4
C -1.187 4.184 1.550 0.1 -0.4 -0.7
C -0.731 4.091 2.865 0.2 0.4 0.1
C -0.303 2.852 3.332 0.4 -0.8 -0.2
C -0.272 1.723 2.478 -0.6 0.6 0.5
H 2.257 -2.332 -2.602 0.2 0.2 0.5
H 4.433 -2.917 -1.787 0.2 -0.2 0.1
H 5.036 -1.754 -2.966 -0.2 0.1 -0.1
H 2.859 1.237 0.777 0.2 -0.2 -0.1
H 5.114 1.636 1.864 -0.4 -0.1 -0.3
H 7.094 0.372 1.071 -0.3 0.2 0.2
H 6.890 -1.284 -0.795 0.2 0.2 0.2
H 0.564 -0.582 -1.861 0.4 0.4 0.0
H 1.234 -0.095 1.099 -0.1 0.3 -0.2
H -1.077 0.798 -0.756 1.0 0.3 0.7
H -1.582 3.147 -0.334 0.3 -0.1 0.6
H -1.470 5.159 1.135 0.0 -0.4 0.2
H -0.627 5.006 3.500 -0.3 -1.0 -0.6
H 0.084 2.745 4.357 -0.2 0.1 -0.6
H 0.099 0.774 2.874 -0.1 0.3 -0.2
```
Forces are in eV/Å.

Properties
- LUMO energy (eV) = 2.6
- DFT total energy (eV) = -42823.1259
- ΔE to the lowest compared entry with this formula, charge and spin (kJ/mol) = 138.22
- net charge = -1
- HOMO (eV) = -3.7

---

The following is a quantum chemistry calculation of C7H16N2 as an isolated structure at a distorted geometry, from the OMol25 dataset.

Geometry as XYZ:
```
25
Properties=species:S:1:pos:R:3:forces:R:3
C 0.208 -0.891 -1.435 -0.6 0.0 1.1
C -1.785 0.734 0.073 0.2 -0.1 -0.1
C -1.524 0.793 -1.431 -0.4 1.0 0.6
C -0.532 0.850 0.954 -0.7 0.8 -0.1
C 2.107 0.548 -0.515 0.4 0.3 0.3
C -0.092 -1.438 1.695 -0.4 -1.1 0.6
C 1.747 -0.095 0.794 0.7 -0.2 -0.1
N -0.859 -0.417 -1.914 0.1 -0.4 -0.4
N 0.334 -0.318 0.916 0.1 0.0 -1.3
H 0.646 -1.845 -1.694 0.1 -0.2 -0.2
H -2.423 1.583 0.319 0.0 0.0 0.0
H -2.348 -0.169 0.312 -0.1 0.0 0.0
H -2.474 0.886 -1.957 0.2 -0.1 -0.1
H -0.916 1.668 -1.684 0.0 -0.1 -0.1
H 0.030 1.736 0.654 0.1 -0.1 0.1
H -0.866 1.003 1.989 0.2 -0.1 -0.1
H 1.888 1.609 -0.623 -0.1 0.0 -0.1
H 3.124 0.343 -0.843 0.0 -0.1 -0.1
H 1.334 -0.013 -1.222 0.2 0.2 -0.1
H -1.169 -1.584 1.621 0.0 0.1 -0.1
H 0.421 -2.352 1.396 0.0 0.1 -0.1
H 0.123 -1.278 2.760 0.1 0.2 -0.1
H 2.100 0.591 1.584 -0.2 0.0 0.1
H 2.276 -1.042 0.929 -0.2 0.1 0.0
H -1.348 -0.902 -2.676 0.3 -0.2 0.1
```
Forces are in eV/Å.

Properties
- LUMO energy (alpha / beta) (eV) = -11.0 / -10.7
- DFT total energy (eV) = -10477.2845
- ΔE to the lowest compared entry with this formula, charge and spin (kJ/mol) = 248.40
- net charge = +2
- HOMO (alpha / beta) (eV) = -18.7 / -19.2